1.
155
Properties=species:S:1:pos:R:3 method="wB97M-V/def2-TZVPD" e_lumo_ev=-0.3 orbital_gap_ev=8.12 homo_energy_ev=-8.38 spin_multiplicity=1
C 1.63 0.54 4.86
C 1.71 -0.34 3.62
C 3.12 -0.64 3.17
O 3.94 0.51 3.13
C 5.16 0.40 2.47
N 0.90 -1.49 3.88
H 2.05 1.53 4.74
H 1.94 0.10 5.81
H 0.59 0.77 5.10
H 1.41 0.26 2.76
H 3.01 -0.99 2.14
H 3.73 -1.39 3.68
H 5.77 -0.42 2.84
H 5.80 1.28 2.51
H 4.81 0.14 1.46
H 0.87 -1.97 2.99
H -0.05 -1.18 4.04
C 0.42 6.18 -2.61
C 1.51 4.98 -2.53
C 2.57 5.32 -1.46
O 3.55 4.30 -1.45
C 4.36 4.23 -0.27
N 0.89 3.73 -2.19
H 0.93 7.13 -2.73
H 0.06 6.22 -1.58
H -0.45 6.00 -3.25
H 1.88 4.87 -3.55
H 1.99 5.52 -0.56
H 3.13 6.17 -1.84
H 5.06 5.06 -0.31
H 4.90 3.29 -0.34
H 3.72 4.19 0.62
H 0.42 3.81 -1.29
H 1.66 3.10 -2.02
C -1.44 -6.92 1.92
C -0.65 -5.80 1.29
C -1.58 -4.71 0.79
O -2.59 -5.30 -0.03
C -3.47 -4.24 -0.55
N 0.27 -5.36 2.28
H -2.15 -7.51 1.33
H -1.90 -6.43 2.78
H -0.75 -7.66 2.31
H -0.21 -6.11 0.34
H -0.94 -3.97 0.30
H -1.98 -4.29 1.71
H -2.92 -3.52 -1.15
H -3.90 -3.58 0.19
H -4.24 -4.68 -1.19
H -0.11 -5.30 3.22
H 0.58 -4.43 2.03
C -5.31 3.75 -5.84
O -6.44 4.07 -5.41
N -4.19 3.62 -5.25
N -5.21 3.43 -7.09
H -3.37 3.36 -5.78
H -4.17 3.92 -4.29
H -6.06 3.41 -7.64
H -4.32 3.41 -7.55
C -5.08 0.62 0.83
O -5.71 0.30 -0.16
N -4.09 1.49 0.84
N -5.24 0.18 2.04
H -3.82 1.90 -0.04
H -3.90 1.97 1.71
H -5.98 -0.50 2.15
H -4.42 0.18 2.62
C -0.59 3.31 1.68
O -0.63 4.31 1.07
N -1.58 2.89 2.50
N 0.39 2.48 1.46
H -2.23 3.60 2.80
H -1.75 1.93 2.75
H 0.49 1.62 1.99
H 1.17 2.74 0.87
C -3.43 0.54 -3.00
O -2.96 1.40 -2.35
N -4.43 -0.20 -2.65
N -3.05 0.13 -4.21
H -4.72 -0.86 -3.36
H -4.72 -0.21 -1.69
H -2.25 0.64 -4.57
H -3.59 -0.53 -4.74
C -0.85 -0.48 -0.15
O -1.88 -1.05 -0.26
N 0.18 -0.71 0.67
N -0.81 0.71 -0.79
H 0.39 -1.61 1.09
H 0.97 -0.10 0.51
H -0.15 1.42 -0.51
H -1.63 0.99 -1.31
C -0.26 -1.81 -4.19
O 0.30 -2.33 -5.19
N 0.31 -0.87 -3.52
N -1.26 -2.45 -3.62
H 1.13 -0.40 -3.88
H -0.09 -0.58 -2.64
H -1.64 -2.15 -2.74
H -1.79 -3.15 -4.12
C -2.34 -1.14 3.64
O -2.22 0.07 3.45
N -2.08 -1.69 4.76
N -2.77 -2.01 2.76
H -1.71 -1.20 5.55
H -2.09 -2.70 4.78
H -2.89 -2.99 2.98
H -2.85 -1.63 1.83
C -3.52 4.62 -1.44
O -4.27 4.54 -2.34
N -2.64 3.68 -1.13
N -3.51 5.53 -0.53
H -2.63 2.89 -1.76
H -1.96 3.81 -0.40
H -4.14 6.32 -0.63
H -2.83 5.57 0.22
C 5.48 -4.08 2.63
O 6.12 -4.09 1.60
N 4.17 -4.02 2.69
N 6.01 -3.99 3.82
H 3.58 -4.12 1.87
H 3.75 -3.80 3.58
H 7.00 -3.99 4.02
H 5.34 -4.14 4.56
C 2.97 0.78 -1.62
O 2.24 0.87 -0.68
N 3.28 -0.37 -2.02
N 3.41 1.70 -2.35
H 4.06 -0.48 -2.65
H 3.07 -1.15 -1.42
H 3.40 2.64 -1.99
H 3.91 1.52 -3.21
C 2.64 -3.29 -0.35
O 2.17 -3.10 0.67
N 3.88 -3.42 -0.67
N 1.90 -3.47 -1.45
H 4.18 -3.30 -1.63
H 4.57 -3.44 0.07
H 0.91 -3.55 -1.27
H 2.35 -3.65 -2.33
C -0.75 2.61 -5.10
O -1.21 2.11 -6.10
N 0.45 2.65 -4.73
N -1.41 3.33 -4.18
H 1.09 2.08 -5.26
H 0.72 3.02 -3.83
H -0.92 3.77 -3.41
H -2.40 3.35 -4.33
C 2.98 -3.94 5.87
O 3.63 -4.87 6.35
N 1.86 -4.08 5.24
N 3.42 -2.70 5.77
H 1.30 -3.28 4.99
H 1.57 -5.03 5.03
H 4.31 -2.46 6.17
H 2.70 -2.06 5.46

***

2.
143
Properties=species:S:1:pos:R:3 method="wB97M-V/def2-TZVPD" e_lumo_ev=0.2 orbital_gap_ev=9.69 homo_energy_ev=-9.44 spin_multiplicity=1
C 2.89 -4.62 2.71
C 3.35 -3.31 2.06
C 2.66 -2.09 2.64
Br 3.07 -0.49 1.63
O 1.24 -2.24 2.54
C 0.58 -2.62 3.63
O 0.90 -2.43 4.77
O -0.57 -3.25 3.35
N -0.76 -3.63 1.99
H 2.98 -5.44 1.99
H 3.46 -4.86 3.60
H 1.83 -4.59 2.99
H 4.43 -3.17 2.22
H 3.18 -3.32 0.99
H 2.94 -1.86 3.67
H -1.35 -2.91 1.58
H -1.28 -4.50 2.06
C 3.13 -0.73 -2.05
O 4.50 -0.78 -1.67
H 3.11 -0.56 -3.12
H 2.58 -1.65 -1.82
H 2.61 0.11 -1.58
H 4.52 -0.88 -0.71
C 1.13 2.12 -4.01
O 0.26 1.20 -3.36
H 2.06 2.15 -3.45
H 1.36 1.80 -5.04
H 0.70 3.12 -4.03
H -0.57 1.20 -3.86
C 5.10 1.68 -4.74
O 4.36 1.52 -3.54
H 4.42 2.12 -5.47
H 5.96 2.35 -4.62
H 5.46 0.72 -5.13
H 4.92 1.08 -2.88
C 2.71 -8.24 0.02
O 3.23 -6.93 0.10
H 1.66 -8.19 0.33
H 2.75 -8.63 -1.00
H 3.24 -8.93 0.69
H 4.15 -6.94 -0.19
C -0.30 -5.73 -0.52
O -1.42 -6.10 0.30
H 0.59 -5.79 0.10
H -0.19 -6.40 -1.37
H -0.40 -4.70 -0.88
H -2.22 -6.03 -0.25
C -1.73 5.32 -4.01
O -0.32 5.44 -4.07
H -2.04 4.80 -4.92
H -2.06 4.73 -3.15
H -2.22 6.30 -3.98
H -0.01 5.87 -3.27
C -2.74 -4.33 6.01
O -1.35 -4.17 6.25
H -3.20 -4.55 6.97
H -3.18 -3.42 5.60
H -2.95 -5.16 5.33
H -0.91 -3.96 5.42
C 6.26 4.79 -2.59
O 5.04 4.15 -2.25
H 6.22 5.79 -2.15
H 7.14 4.27 -2.19
H 6.38 4.90 -3.67
H 5.02 3.28 -2.67
C -3.58 0.93 -5.07
O -2.25 1.42 -4.84
H -3.91 0.46 -4.15
H -4.26 1.74 -5.31
H -3.60 0.18 -5.86
H -1.94 1.84 -5.65
C -0.60 0.48 0.96
O -1.44 0.43 2.11
H -1.22 0.83 0.13
H 0.23 1.18 1.09
H -0.20 -0.50 0.71
H -0.91 0.16 2.86
C -5.39 3.66 -3.05
O -6.17 3.01 -4.05
H -4.38 3.74 -3.44
H -5.79 4.66 -2.84
H -5.36 3.08 -2.13
H -7.07 2.92 -3.71
C -6.74 -2.19 -5.27
O -6.07 -0.95 -5.46
H -6.04 -2.85 -4.76
H -7.63 -2.08 -4.64
H -7.03 -2.66 -6.21
H -6.67 -0.34 -5.91
C -4.55 -3.94 9.93
O -3.16 -3.81 10.19
H -5.02 -4.14 10.89
H -4.98 -3.03 9.50
H -4.75 -4.79 9.26
H -2.69 -3.62 9.37
C -6.86 -1.77 7.45
O -6.51 -1.27 8.74
H -7.08 -2.82 7.58
H -7.75 -1.28 7.05
H -6.04 -1.67 6.74
H -6.31 -0.33 8.66
C -8.84 5.83 -2.36
O -7.51 6.31 -2.21
H -9.13 5.38 -1.41
H -9.54 6.63 -2.59
H -8.91 5.07 -3.14
H -7.24 6.72 -3.03
C 5.81 8.62 -4.18
O 5.65 7.31 -4.72
H 6.83 8.91 -4.40
H 5.13 9.35 -4.63
H 5.67 8.63 -3.10
H 4.77 6.98 -4.52
C -3.89 -9.12 0.99
O -3.74 -7.73 0.79
H -4.92 -9.38 0.71
H -3.21 -9.71 0.37
H -3.74 -9.40 2.04
H -2.84 -7.48 1.03
C 2.19 -0.48 7.48
O 3.07 -0.61 6.38
H 2.79 -0.29 8.37
H 1.49 0.35 7.35
H 1.61 -1.39 7.65
H 2.53 -0.82 5.62
C 9.24 6.24 -5.25
O 8.61 6.62 -4.04
H 10.24 5.88 -5.00
H 8.70 5.44 -5.76
H 9.35 7.09 -5.94
H 7.72 6.93 -4.25
C 2.06 -4.52 7.43
O 0.95 -4.87 8.24
H 2.96 -4.78 7.99
H 2.07 -5.09 6.49
H 2.09 -3.46 7.19
H 0.15 -4.65 7.76
C 1.96 9.76 -5.25
O 2.98 10.60 -4.75
H 1.65 9.12 -4.43
H 1.09 10.33 -5.59
H 2.31 9.13 -6.07
H 3.27 11.19 -5.45

***

3.
52
Properties=species:S:1:pos:R:3 method="wB97M-V/def2-TZVPD" e_lumo_ev=0.7 orbital_gap_ev=6.78 homo_energy_ev=-6.10 charge=-1 spin_multiplicity=1
Au -0.70 -0.01 0.50
S -0.85 -0.15 -1.76
C -0.49 1.51 -2.25
C -0.15 1.77 -3.57
C 0.09 3.07 -3.98
C 0.42 3.32 -5.36
N 0.69 3.50 -6.47
C 0.01 4.12 -3.06
C -0.31 3.85 -1.74
C -0.58 2.55 -1.33
S -1.10 2.22 0.31
C 0.27 5.48 -3.46
N 0.47 6.57 -3.76
H -0.08 0.96 -4.28
H -0.36 4.66 -1.02
O -0.70 0.03 2.80
C 0.52 0.35 2.93
N 1.17 0.52 4.11
C 2.51 1.02 3.85
C 2.51 0.98 2.28
O 3.46 1.34 1.61
N 1.29 0.53 1.86
C 2.66 2.43 4.40
C 2.80 2.61 5.77
C 2.85 3.87 6.33
C 2.78 4.99 5.51
C 2.65 4.83 4.14
C 2.59 3.56 3.58
C 3.60 0.09 4.36
C 3.31 -1.18 4.84
C 4.34 -2.02 5.27
C 5.66 -1.60 5.21
C 5.95 -0.33 4.71
C 4.93 0.50 4.29
H 0.68 0.63 4.98
H 2.88 1.73 6.41
H 2.96 3.99 7.40
H 2.82 5.99 5.94
H 2.60 5.70 3.49
H 2.50 3.44 2.51
H 2.29 -1.52 4.87
H 4.10 -3.01 5.64
H 6.45 -2.25 5.54
H 6.98 0.00 4.65
H 5.16 1.48 3.89
O -1.80 -2.52 1.01
N -0.67 -2.06 0.80
C 0.40 -2.77 1.13
C 0.21 -4.01 1.83
N 0.09 -4.99 2.42
C 1.70 -2.37 0.71
N 2.78 -2.13 0.37